118
Properties=species:S:1:pos:R:3:forces:R:3:lowdin_charge:R:1 method="wB97M-V/def2-TZVPD" energy_ha=-7804.97018 homo_energy_ev="-13.897 / -13.898" total_charge=+3 homo_lumo_gap_ev="3.3 / 3.4"
Pb -0.519 0.161 -1.640 -0.30 -0.49 -0.88 1.21
C 4.048 -2.286 4.721 -0.14 -1.77 0.03 -0.13
C 4.121 -0.791 4.994 0.44 0.11 -0.99 -0.60
C 2.859 -0.203 5.687 -0.13 1.27 0.05 -0.10
P 4.102 0.125 3.366 1.14 0.33 1.82 1.34
C 5.325 1.445 3.803 -1.00 1.28 -0.47 -0.60
C 6.749 0.851 3.528 -0.09 -1.16 1.00 -0.07
C 5.111 2.756 2.997 -0.45 0.98 0.52 -0.13
C 0.091 2.592 1.637 0.37 -0.93 -0.79 -0.29
C 0.142 3.780 2.521 0.77 1.83 0.11 0.01
C -0.786 4.772 2.513 0.51 -1.33 0.69 -0.29
C -0.858 5.953 3.389 0.04 1.10 2.65 -0.05
C -1.921 4.599 1.677 -1.21 0.03 -2.02 0.05
C -2.118 3.464 0.902 0.90 1.19 2.57 -0.03
C -1.251 2.332 1.037 -1.52 -0.87 -1.03 -0.28
N -1.608 1.106 0.570 3.23 2.00 1.87 -0.03
C -2.761 0.510 0.993 -2.42 -0.62 -0.83 -0.31
C -3.898 1.207 1.494 0.40 -0.78 -0.10 0.01
C -5.118 0.552 1.630 1.22 -1.12 -0.64 0.00
C -5.239 -0.799 1.243 -0.56 -0.18 0.51 -0.23
C -6.596 -1.494 1.407 0.59 0.80 -0.15 -0.03
C -4.093 -1.521 0.876 0.10 1.86 0.20 -0.03
C -2.857 -0.897 0.779 -0.31 0.78 -0.51 -0.30
P -1.330 -1.729 0.235 -0.41 -0.04 0.42 0.96
C -1.601 -3.508 -0.295 -1.43 0.54 -0.17 -0.51
C -2.697 -3.494 -1.423 2.46 -0.36 -1.91 -0.11
C -2.001 -4.508 0.779 0.16 0.26 0.80 -0.09
C -0.361 -1.626 1.781 1.13 0.25 0.94 -0.54
C -1.055 -1.820 3.164 1.07 2.42 -0.27 -0.07
C 0.881 -2.530 1.668 0.15 0.26 -0.27 -0.12
H 5.065 -2.678 4.544 -0.35 0.13 0.21 0.09
H 3.480 -2.634 3.810 0.19 0.71 0.91 0.07
H 3.626 -2.843 5.607 0.45 0.62 -0.88 0.11
H 5.086 -0.543 5.480 -0.77 -0.04 0.11 0.12
H 2.072 -0.026 4.917 0.09 0.15 0.43 0.06
H 3.054 0.759 6.253 -0.16 -1.05 -0.85 0.11
H 2.381 -0.896 6.399 0.49 -0.09 -0.31 0.11
H 5.043 1.750 4.843 0.83 -0.75 -0.34 0.12
H 6.696 0.062 2.752 0.16 0.26 0.13 0.08
H 7.208 0.373 4.428 -0.48 0.38 -0.66 0.10
H 7.441 1.611 3.159 -0.34 0.09 0.03 0.10
H 5.636 2.809 2.054 0.42 -0.19 -0.11 0.08
H 5.377 3.671 3.613 -0.01 -1.22 -0.66 0.12
H 4.062 2.919 2.728 -0.14 -0.10 0.17 0.04
H 1.084 3.893 3.108 -0.83 -0.02 -0.40 0.14
H -1.872 6.031 3.968 1.68 -0.15 -1.36 0.14
H -0.655 6.906 2.866 -0.37 -0.47 0.08 0.10
H -0.097 5.900 4.211 -0.53 0.02 -0.74 0.10
H -2.612 5.504 1.638 0.70 -1.55 -0.20 0.17
H -3.010 3.362 0.381 -1.23 -0.12 -1.18 0.10
H -3.784 2.247 1.763 -0.34 -0.20 0.08 0.09
H -5.984 1.047 2.004 -0.40 0.43 0.20 0.11
H -7.010 -1.827 0.446 0.20 -0.16 0.30 0.08
H -7.317 -0.776 1.833 0.27 -0.49 -0.05 0.09
H -6.427 -2.325 2.093 -0.49 -0.12 -0.13 0.09
H -4.094 -2.525 0.580 -0.64 -1.39 0.02 0.07
H -0.664 -3.822 -0.752 0.22 0.23 0.02 0.08
H -2.480 -4.354 -2.159 -0.47 1.18 1.17 0.12
H -2.609 -2.556 -2.026 -0.19 -0.59 0.32 0.05
H -3.693 -3.583 -1.071 -0.81 -0.13 0.42 0.05
H -3.082 -4.479 0.945 0.16 0.14 0.22 0.08
H -1.478 -4.299 1.747 -0.45 -0.57 -0.79 0.08
H -1.800 -5.513 0.412 0.23 -0.09 0.25 0.09
H 0.040 -0.587 1.876 -0.36 -0.50 -0.72 0.08
H -1.791 -2.547 3.149 -1.62 -1.33 0.10 0.04
H -1.452 -0.837 3.549 -0.02 -1.09 -0.61 0.10
H -0.309 -2.098 3.899 0.28 -0.27 0.10 0.07
H 0.629 -3.596 1.676 0.18 0.20 0.22 0.08
H 1.493 -2.246 2.521 0.26 -0.52 0.17 0.04
H 1.507 -2.346 0.774 -0.44 0.00 0.16 0.06
C 4.547 1.280 -5.288 0.72 0.58 -0.38 -0.39
Se 4.573 2.327 -3.614 -0.60 -0.08 0.06 0.92
C 2.626 2.680 -3.358 -0.37 -1.23 -1.15 -0.59
C 2.368 3.167 -1.975 0.50 0.60 1.64 -0.51
Se 0.407 3.030 -1.313 2.30 0.55 0.24 0.93
C 1.161 2.569 0.467 0.23 1.56 1.07 -0.40
H 4.965 1.914 -6.093 -0.30 -0.29 0.47 0.03
H 3.541 0.981 -5.585 0.13 -0.15 0.29 0.02
H 5.244 0.442 -5.138 -0.56 0.16 -0.07 0.02
H 2.098 1.724 -3.522 0.35 0.14 0.11 0.03
H 2.237 3.317 -4.164 0.29 0.27 0.47 0.08
H 2.734 4.203 -1.842 -0.71 -0.21 -0.17 0.09
H 2.971 2.643 -1.160 -0.88 0.10 -1.25 0.05
H 1.885 3.392 0.656 -0.48 -0.47 -0.09 0.08
H 1.760 1.661 0.528 -0.33 -0.33 -0.57 0.06
H 0.372 1.752 2.288 -0.35 -0.17 -0.24 0.14
N 2.254 -0.294 -1.795 1.33 1.29 2.16 -0.09
C 2.707 -1.115 -2.922 -0.10 0.02 -0.42 -0.29
C 2.525 -2.625 -2.664 -1.07 -0.16 0.14 -0.17
C 1.936 -3.338 -3.929 0.04 -0.14 1.08 -0.17
C 0.382 -3.350 -3.956 0.92 1.04 -1.21 -0.25
N -0.097 -1.959 -4.033 -0.25 1.43 -0.43 -0.05
H 2.840 0.593 -1.717 -0.94 -1.47 -0.31 0.06
H 2.428 -0.788 -0.906 0.12 0.22 -0.50 0.06
H 3.743 -0.892 -3.261 -0.59 0.01 0.38 0.12
H 2.003 -0.754 -3.669 0.43 -0.53 -0.73 0.07
H 1.860 -2.763 -1.755 0.43 0.07 -0.97 0.10
H 3.466 -3.113 -2.414 0.13 0.22 0.05 0.11
H 2.228 -4.387 -3.934 0.21 -0.03 0.05 0.11
H 2.494 -2.864 -4.761 -0.96 -0.29 -0.14 0.12
H -0.002 -3.822 -3.060 0.02 -0.06 0.30 0.09
H 0.001 -3.906 -4.817 0.26 -0.25 0.07 0.12
H -1.126 -1.885 -4.172 1.20 -0.16 -0.27 0.07
H 0.430 -1.434 -4.800 -1.42 -1.11 1.23 0.11
O -2.867 0.530 -2.433 0.84 -0.17 -0.06 -0.77
S -4.287 0.971 -2.727 -0.62 -0.80 0.84 0.99
C -5.200 -0.609 -3.132 0.63 0.33 0.58 -0.27
C -5.593 -0.573 -4.595 -0.34 0.40 0.04 -0.20
C -4.662 0.425 -5.304 1.32 -0.77 -1.40 -0.22
C -4.335 1.576 -4.399 -0.67 -0.20 0.60 -0.34
H -6.017 -0.638 -2.419 -0.28 -0.08 -0.11 0.08
H -4.538 -1.450 -2.890 0.19 0.47 0.05 0.08
H -6.612 -0.223 -4.632 -0.40 0.34 -0.25 0.11
H -5.648 -1.588 -5.001 0.43 0.29 -0.17 0.13
H -5.095 0.932 -6.162 -0.25 -0.69 -0.43 0.12
H -3.699 -0.060 -5.663 -1.14 0.38 0.45 0.14
H -5.110 2.333 -4.443 -0.28 0.14 0.20 0.10
H -3.412 2.080 -4.573 0.80 0.24 -0.22 0.09